{
  "formula": "C74H152F30N13O24S10",
  "method": "wB97M-V/def2-TZVPD",
  "total_energy_ha": -12405.1290,
  "lumo_energy_ha": -0.15278,
  "homo_energy_ev": -13.66,
  "total_charge": 3,
  "homo_lumo_gap_ha": 0.3494,
  "symbols": ["C", "C", "C", "N", "C", "C", "C", "C", "C", "H", "H", "H", "H", "H", "H", "H", "H", "H", "H", "H", "H", "H", "H", "H", "H", "H", "H", "C", "C", "C", "N", "C", "C", "C", "C", "C", "H", "H", "H", "H", "H", "H", "H", "H", "H", "H", "H", "H", "H", "H", "H", "H", "H", "H", "C", "C", "C", "N", "C", "C", "C", "C", "C", "H", "H", "H", "H", "H", "H", "H", "H", "H", "H", "H", "H", "H", "H", "H", "H", "H", "H", "C", "C", "C", "N", "C", "C", "C", "C", "C", "H", "H", "H", "H", "H", "H", "H", "H", "H", "H", "H", "H", "H", "H", "H", "H", "H", "H", "C", "C", "N", "C", "C", "C", "C", "C", "O", "C", "H", "H", "H", "H", "H", "H", "H", "H", "H", "H", "H", "H", "H", "H", "H", "H", "H", "H", "H", "H", "C", "C", "N", "C", "C", "C", "C", "C", "O", "C", "H", "H", "H", "H", "H", "H", "H", "H", "H", "H", "H", "H", "H", "H", "H", "H", "H", "H", "H", "H", "C", "C", "N", "C", "C", "C", "C", "C", "O", "C", "H", "H", "H", "H", "H", "H", "H", "H", "H", "H", "H", "H", "H", "H", "H", "H", "H", "H", "H", "H", "C", "C", "N", "C", "C", "C", "C", "C", "O", "C", "H", "H", "H", "H", "H", "H", "H", "H", "H", "H", "H", "H", "H", "H", "H", "H", "H", "H", "H", "H", "C", "F", "F", "F", "S", "O", "O", "N", "S", "O", "O", "C", "F", "F", "F", "C", "F", "F", "F", "S", "O", "O", "N", "S", "O", "O", "C", "F", "F", "F", "C", "F", "F", "F", "S", "O", "O", "N", "S", "O", "O", "C", "F", "F", "F", "C", "F", "F", "F", "S", "O", "O", "N", "S", "O", "O", "C", "F", "F", "F", "C", "F", "F", "F", "S", "O", "O", "N", "S", "O", "O", "C", "F", "F", "F"],
  "coordinates": [[15.473290, 18.064234, 14.651501], [14.838105, 16.694604, 14.892745], [13.455980, 16.748605, 15.528227], [13.262210, 15.616743, 16.476808], [13.611926, 14.269059, 15.863160], [11.789229, 15.506711, 16.850061], [11.803191, 14.543335, 18.024128], [13.149163, 14.672981, 18.709979], [13.957067, 15.711694, 17.826046], [15.149207, 18.765163, 15.420772], [15.133895, 18.436024, 13.716827], [16.523456, 18.078593, 14.697747], [15.412601, 16.360643, 15.717995], [15.026585, 15.997130, 14.084457], [12.589676, 16.668298, 14.854467], [13.290069, 17.696726, 16.132415], [13.387810, 13.585675, 16.649880], [14.670605, 14.282212, 15.670282], [13.015235, 14.065504, 15.026604], [11.172007, 15.243312, 16.053999], [11.436977, 16.484009, 17.183909], [11.643037, 13.426137, 17.791847], [10.961670, 14.749802, 18.699929], [13.789297, 13.754251, 18.669081], [13.058242, 15.090174, 19.704130], [15.010760, 15.483141, 17.737213], [13.897280, 16.751112, 18.137658], [13.977447, 30.059638, 13.816760], [13.744867, 30.104729, 15.331829], [13.172769, 28.777018, 15.908028], [13.287940, 28.505211, 17.367705], [12.527284, 27.202903, 17.687516], [12.631156, 29.546086, 18.326032], [13.524487, 29.634336, 19.557305], [14.884641, 29.438267, 18.876735], [14.707133, 28.330761, 17.869376], [14.093722, 31.116456, 13.520921], [13.112225, 29.677184, 13.277334], [14.919657, 29.582668, 13.510534], [13.127373, 30.989746, 15.512151], [14.723645, 30.348531, 15.826612], [13.731293, 27.895645, 15.469664], [12.120146, 28.630246, 15.656787], [13.233702, 26.485604, 17.311698], [11.589300, 27.266494, 17.141767], [12.368612, 27.066461, 18.768522], [11.550585, 29.353987, 18.425440], [12.747519, 30.438215, 17.758974], [13.284069, 28.814020, 20.217664], [13.466483, 30.617853, 20.020039], [15.617051, 29.129029, 19.582654], [15.283850, 30.382617, 18.430551], [14.850095, 27.344315, 18.366746], [15.399430, 28.357903, 17.007009], [19.675532, 17.588219, 24.927745], [19.571874, 19.110459, 25.145160], [21.051679, 19.612087, 24.963775], [21.156817, 21.164804, 24.777897], [20.379254, 21.532550, 23.612143], [22.661609, 21.469958, 24.535873], [22.768930, 22.962290, 24.917230], [21.515820, 23.308084, 25.654973], [20.831093, 21.994269, 26.023215], [18.720429, 17.062807, 25.102539], [20.365662, 17.166295, 25.681198], [20.020635, 17.336720, 23.922093], [19.199362, 19.331062, 26.105936], [18.898475, 19.588412, 24.347716], [21.541098, 19.081987, 24.187310], [21.669505, 19.405431, 25.795859], [20.744323, 20.869957, 22.815732], [20.451549, 22.648925, 23.421123], [19.353794, 21.275044, 23.734139], [22.840676, 21.338005, 23.464666], [23.195731, 20.765731, 25.151590], [22.848179, 23.593421, 24.047554], [23.688073, 23.203025, 25.485009], [20.880884, 23.905612, 24.996254], [21.750626, 23.899784, 26.504953], [19.753018, 22.101856, 26.191759], [21.276276, 21.463632, 26.841882], [4.918066, 17.070285, 26.639977], [6.237150, 16.489568, 26.138746], [7.376458, 17.276316, 26.725178], [8.706954, 16.803335, 26.148228], [8.905494, 17.271719, 24.769287], [9.040324, 15.349091, 26.228449], [9.375825, 15.069497, 27.683631], [9.900987, 16.386450, 28.233192], [9.786032, 17.409184, 27.054650], [4.858589, 16.959149, 27.701189], [4.084703, 16.567837, 26.162074], [4.847235, 18.140458, 26.400033], [6.310047, 16.521360, 25.093521], [6.373695, 15.468626, 26.438824], [7.379083, 17.103638, 27.841153], [7.408682, 18.332098, 26.370605], [9.960442, 17.226262, 24.613309], [8.716371, 18.338657, 24.724655], [8.365167, 16.818105, 24.006762], [9.901739, 15.331207, 25.579836], [8.217451, 14.719578, 25.739929], [10.117729, 14.215622, 27.790187], [8.482208, 14.714970, 28.299830], [10.994093, 16.272593, 28.433312], [9.386013, 16.672001, 29.100849], [10.773796, 17.398095, 26.526708], [9.583951, 18.474221, 27.239370], [18.567584, 12.094718, 20.392201], [17.179377, 11.788119, 20.787112], [16.423786, 12.904353, 21.627992], [16.343815, 14.085185, 20.691144], [15.087295, 12.287880, 21.817901], [14.975499, 11.110718, 22.704763], [17.070404, 13.224618, 23.031223], [18.004531, 14.395918, 23.267051], [19.254193, 14.336507, 22.621290], [20.186893, 13.488236, 23.320761], [18.506570, 12.884563, 19.661633], [18.890763, 11.228810, 19.859424], [19.231414, 12.382871, 21.201156], [17.039042, 10.901094, 21.467966], [16.615732, 11.574730, 19.908555], [15.690774, 14.852695, 21.105144], [16.005920, 13.825961, 19.684881], [17.336253, 14.542593, 20.515280], [14.719302, 11.999792, 20.829021], [14.554362, 13.079574, 22.270705], [15.450137, 11.181789, 23.692951], [15.403855, 10.145415, 22.347183], [13.898890, 10.898378, 22.936938], [17.504986, 12.242805, 23.273264], [16.145345, 13.419623, 23.635900], [18.133263, 14.523609, 24.299197], [17.555170, 15.311590, 22.950518], [19.841013, 12.483955, 23.286521], [20.426944, 13.889371, 24.316308], [21.086386, 13.479782, 22.693655], [24.200625, 20.194097, 14.889848], [23.340751, 21.418167, 14.523293], [22.496255, 21.252568, 13.326290], [21.468801, 20.244813, 13.524881], [21.884883, 22.573349, 12.915655], [20.804368, 22.907508, 13.961971], [23.420761, 20.765766, 12.279009], [22.885770, 20.603025, 10.858169], [22.124488, 19.461075, 10.750764], [21.597256, 19.121943, 9.459481], [25.192753, 20.145097, 14.438679], [23.818109, 19.157348, 14.733417], [24.414948, 20.171996, 15.957778], [24.006723, 22.308524, 14.297208], [22.683592, 21.551780, 15.341578], [20.999939, 20.483129, 14.529503], [21.938659, 19.232640, 13.554726], [20.734669, 20.358408, 12.703886], [21.497579, 22.440670, 11.898026], [22.716409, 23.347586, 12.945979], [20.447418, 23.932735, 13.688291], [21.229652, 23.065959, 14.937829], [19.902684, 22.235320, 13.958011], [23.749735, 19.773094, 12.591206], [24.186033, 21.487466, 12.249353], [23.747968, 20.581932, 10.176256], [22.325692, 21.490297, 10.599380], [20.752427, 19.773958, 9.305610], [21.361016, 18.066952, 9.603141], [22.297202, 19.228110, 8.662092], [23.306805, 11.063767, 17.100388], [24.185457, 12.251404, 16.983936], [23.733225, 13.319096, 15.922438], [24.887556, 14.271670, 15.779522], [23.534104, 12.556179, 14.611401], [23.423487, 13.446402, 13.395652], [22.475851, 14.012254, 16.381933], [22.679170, 15.099179, 17.387621], [23.177090, 16.237159, 16.755015], [23.160237, 17.403905, 17.577372], [23.268026, 10.450595, 16.151023], [22.280809, 11.326543, 17.410526], [23.660126, 10.466414, 17.960864], [25.137892, 11.986860, 16.570892], [24.255225, 12.834273, 17.911994], [24.532935, 15.174847, 15.286274], [25.716845, 13.772110, 15.293871], [25.155611, 14.664127, 16.803173], [22.624661, 12.007114, 14.709671], [24.411641, 11.882195, 14.540321], [23.005481, 12.909126, 12.579138], [24.337477, 13.937202, 13.134175], [22.748675, 14.321963, 13.452629], [21.879213, 13.183848, 16.806240], [21.941294, 14.350525, 15.530782], [23.242371, 14.855012, 18.289144], [21.657564, 15.193173, 17.755201], [23.664342, 17.238470, 18.542366], [22.133895, 17.669109, 17.907594], [23.542854, 18.230995, 17.038011], [16.211257, 20.122250, 18.103142], [16.683202, 19.334854, 19.347263], [16.098073, 19.729938, 20.647130], [14.623883, 19.830658, 20.510555], [16.406369, 18.694388, 21.696015], [17.818277, 18.290041, 21.781692], [16.668725, 21.095777, 20.993782], [16.202397, 21.685421, 22.291926], [17.098160, 21.207116, 23.299912], [16.659363, 21.765055, 24.561779], [15.105695, 20.260504, 18.119535], [16.489840, 19.407777, 17.314176], [16.664961, 21.054775, 17.869425], [17.736051, 19.417251, 19.483703], [16.472194, 18.250371, 19.268747], [14.135854, 19.724000, 21.466999], [14.154815, 19.097621, 19.845270], [14.418283, 20.870033, 20.132307], [15.852284, 17.816056, 21.367319], [16.132478, 19.070834, 22.659512], [18.249132, 17.725681, 20.977285], [17.844168, 17.587995, 22.612857], [18.429354, 19.168138, 22.069433], [16.544942, 21.751631, 20.148589], [17.752320, 20.850932, 21.007623], [15.146986, 21.464041, 22.552183], [16.274748, 22.773485, 22.260635], [17.256635, 21.164847, 25.345619], [15.640536, 21.503518, 24.881581], [16.784090, 22.860185, 24.780950], [19.092424, 17.332867, 15.562360], [20.348273, 16.970492, 15.396507], [19.058415, 18.629344, 15.591801], [18.416272, 16.863671, 14.496768], [18.616026, 16.538958, 17.128216], [19.599593, 17.041067, 18.037954], [17.243737, 16.823685, 17.334620], [19.013868, 15.040646, 16.787950], [17.877203, 13.996665, 16.567905], [17.559843, 13.271725, 17.804482], [16.696145, 14.322831, 15.792133], [18.798042, 12.823708, 15.483828], [19.363454, 13.533664, 14.466135], [19.726126, 12.281008, 16.239233], [18.089484, 11.885334, 14.899587], [10.378225, 20.419982, 16.884508], [10.941964, 21.433046, 16.111445], [9.347520, 20.966303, 17.484726], [10.040829, 19.289479, 16.181587], [11.743057, 19.878796, 18.107237], [12.745087, 19.355914, 17.221821], [11.914673, 21.044330, 18.909597], [10.989465, 18.648741, 18.697643], [11.014295, 18.054969, 20.116749], [11.538346, 16.688562, 20.107392], [11.463489, 18.978314, 21.146436], [9.266072, 17.863517, 20.653432], [8.724695, 16.785429, 19.987240], [9.152461, 17.512198, 21.957757], [8.496211, 18.955018, 20.452832], [16.189087, 17.571625, 27.339862], [17.458498, 17.945243, 27.308276], [16.041002, 16.799024, 28.344285], [15.414466, 18.648817, 27.484055], [15.798454, 16.722575, 25.684079], [15.940437, 17.715512, 24.639231], [16.646358, 15.579242, 25.609810], [14.307651, 16.392211, 26.048171], [13.480349, 15.455280, 25.141038], [14.213148, 14.264169, 24.652132], [12.140244, 15.324847, 25.719177], [13.059398, 16.317184, 23.563645], [13.811750, 16.173149, 22.540636], [11.842095, 15.847428, 23.228300], [12.879348, 17.597846, 23.849841], [21.876349, 17.169367, 21.523556], [20.595753, 17.520034, 21.687365], [22.340882, 16.561451, 22.602780], [21.871954, 16.355786, 20.507296], [22.971882, 18.621498, 21.178344], [22.920582, 19.373528, 22.369641], [24.237357, 17.997665, 20.871900], [22.294485, 19.314438, 19.948422], [21.194048, 20.452333, 19.960930], [19.864393, 19.949982, 19.836811], [21.454386, 21.484372, 20.925536], [21.477211, 21.164471, 18.271555], [21.325124, 20.341330, 17.255878], [20.564238, 22.159571, 18.153982], [22.635333, 21.786785, 18.097766], [18.855864, 24.670148, 19.832176], [18.682438, 25.472504, 20.844895], [19.921960, 25.017827, 19.081880], [19.079798, 23.379582, 20.175338], [17.402854, 24.899603, 18.774021], [17.059760, 26.327551, 18.682193], [17.723564, 24.162240, 17.601098], [16.364497, 24.112201, 19.806449], [14.855150, 24.254693, 19.769345], [14.432755, 24.839112, 18.500667], [14.215198, 23.023601, 20.183793], [14.409520, 25.574682, 20.999898], [14.748155, 25.300086, 22.247337], [14.906309, 26.819352, 20.751402], [13.078169, 25.674073, 20.932180]],
  "forces_ev_per_angstrom": [[-1.8437, 0.1517, 0.2988], [0.4865, 0.9250, 1.0493], [-0.6711, 1.0585, -0.0909], [-1.0210, -1.1013, -0.1944], [0.9034, 1.3605, 1.4675], [1.1803, 0.5825, 2.0690], [-1.3883, -2.3316, 0.4741], [1.9646, 0.9469, -0.7966], [-0.8232, -0.3280, -0.0061], [-0.1948, 0.0406, 0.0389], [-0.0855, 0.6880, -0.9443], [1.2094, -0.3697, -0.2164], [0.8941, -0.8768, 0.6597], [-0.4638, -0.0546, -0.1889], [0.4312, 0.1159, -0.1442], [0.3642, -1.1601, -0.7697], [0.0522, -0.8001, 0.0790], [0.1223, -0.2240, -0.2676], [-0.7974, -0.0273, -1.2706], [-0.5998, -0.7272, -1.6483], [0.3316, 0.1726, 0.1225], [0.1357, 1.7230, -0.2990], [0.4352, 0.2527, -0.1376], [-0.9314, 0.4914, 0.4448], [0.0945, -0.2622, 0.2400], [0.1817, -0.2433, -0.2860], [-0.4140, 0.0757, 0.1627], [0.3256, 0.8880, 0.0530], [0.9232, -0.2109, 0.8360], [0.7294, -0.6508, -0.9263], [-1.5528, -0.5963, 2.5543], [0.8349, 0.7679, -0.6880], [0.1057, 0.2606, -1.1371], [0.0152, -0.2720, -1.5434], [0.7038, 0.8255, 0.0689], [0.5397, -0.1683, -0.2396], [-0.0813, -0.4274, -0.1282], [0.1280, -0.1983, -0.0563], [-0.5129, -0.2714, 0.1916], [-0.3108, -0.4332, 0.3307], [-0.7464, -0.3423, -0.3122], [-0.5899, 1.0076, 0.1403], [0.0805, 0.2555, -0.1081], [-0.4685, -1.0281, -0.0633], [-0.0236, -0.3327, 0.1172], [0.2742, 0.2548, -0.4977], [0.5829, -0.2288, 0.0932], [-0.1499, 1.1140, -0.2294], [0.1404, 0.0024, 0.5434], [-0.2443, -0.2387, 0.2109], [0.7356, -0.2092, 0.6570], [-0.6014, -0.6176, 0.1841], [-0.4348, 0.6261, -0.5511], [-0.3708, 0.0930, 0.4851], [-0.5577, -0.3114, 0.7194], [1.1938, -0.0766, -2.6877], [-2.2899, 1.6202, 0.7229], [1.1680, -1.8433, 0.8905], [0.1211, 1.0127, -1.1158], [-1.3719, 1.1657, -0.6004], [1.6026, -0.4457, -0.0426], [-0.8200, 0.1043, 0.2611], [-0.1022, 0.0719, -1.3838], [0.2873, 0.3800, -0.1639], [-0.0792, 0.0960, -0.4156], [0.0159, 0.0884, 0.2200], [-0.4723, 0.3674, 1.1312], [0.8710, -0.8617, 1.2425], [0.2513, 0.1953, -1.3734], [0.3367, -0.1882, 1.3874], [-0.0038, 0.9192, 0.0116], [0.1573, -1.6040, -0.1804], [-0.7856, 0.1640, 0.3822], [0.1076, -0.4182, 0.4452], [0.4119, 0.0057, 0.1168], [0.0477, -0.0324, -0.5434], [-0.4877, -0.4648, -0.0705], [-0.1796, -0.0675, 0.3462], [-0.1204, 0.5083, 0.8877], [0.2327, -0.2841, -0.2626], [0.3245, -0.0680, 0.5478], [0.2386, 0.1840, -0.9006], [-0.1410, 0.7798, 1.2162], [0.6589, -0.3410, -0.0543], [0.3159, 0.6229, 1.0974], [1.0780, 2.0245, 1.0675], [-1.3845, -0.9365, -0.7863], [-0.6284, -1.9481, 0.8242], [1.9766, 0.4105, -1.4604], [1.0376, -0.5199, -0.1410], [-0.2417, -0.0764, 0.7337], [-0.1836, -0.0582, 0.1038], [0.0126, -0.2650, 0.0467], [-0.1408, 0.0487, -1.6685], [-0.2781, -0.6466, 0.2208], [0.2665, 0.6986, -1.1745], [-0.5875, -0.5412, 0.9818], [0.6778, -0.5113, -0.5883], [-0.3772, 0.2282, 0.0981], [-1.0536, -1.2814, -0.8636], [0.4673, -0.6896, 0.0685], [1.1461, 0.9324, 0.8550], [-0.7972, 1.1746, -0.3758], [0.8999, 0.5389, -1.0248], [-0.9341, 0.2896, 0.1778], [-0.5579, 0.5462, 1.2019], [-1.0147, -0.2267, 0.0511], [-0.3528, -0.5339, 0.2961], [0.0226, 0.7831, 0.1776], [-0.4748, -0.5689, 3.1080], [2.1521, -0.4733, -2.2961], [0.3798, 0.8228, 0.2497], [-0.2002, 0.3797, -0.3676], [-0.1008, -2.5065, 1.6670], [-1.5779, -0.8967, -0.2119], [0.2057, -0.3831, -2.0551], [0.4941, -0.4010, 0.2481], [0.4174, 1.3913, -1.1831], [0.4243, 0.3067, -0.1502], [0.6666, -0.6779, -0.2660], [0.0154, -0.2226, -0.0055], [0.6867, 0.7725, -0.7964], [-0.8159, 0.2651, -0.5840], [-0.0960, -0.1161, 0.1743], [-0.1994, -0.5030, 0.3654], [-0.3435, -0.4482, 0.5350], [-0.1267, 0.5335, 0.0835], [-1.2837, 0.8593, 0.1723], [-0.2016, 0.5807, -0.1879], [-0.4657, 0.7408, -0.3173], [0.8724, 0.3514, -0.4233], [-0.0757, 0.5158, 0.3429], [1.0001, -0.2232, -0.0925], [0.0043, -0.2140, 1.6922], [-0.5353, 0.6543, -0.3789], [-0.4256, -1.0354, 0.6691], [-0.2273, -0.3580, -0.1878], [-0.0204, 0.2369, 0.3021], [0.6686, -1.1786, 0.2516], [1.8213, -0.1419, 0.1084], [0.8104, -0.0728, -1.4071], [-1.4850, -0.7182, 1.4734], [0.0640, 0.3507, 1.3081], [-0.9930, 1.5298, -1.4981], [-0.4898, -1.1824, -1.4251], [0.3652, 0.5903, -0.0022], [0.0497, -0.8205, 0.3638], [-0.0795, -0.1486, 1.5721], [-0.1148, 0.4437, -0.2904], [-0.4610, 0.9621, -0.1729], [-0.1951, 0.5135, 0.1323], [-0.8592, -0.9900, 0.6902], [-0.5424, 0.7547, 0.7806], [0.2936, -0.6644, -1.3017], [-0.6169, 0.8920, -0.1561], [0.3991, -0.4816, 0.5804], [0.0052, 0.2588, 0.5463], [-1.0363, -0.9847, -0.2382], [0.0126, -0.8206, 0.1614], [0.0313, -0.3605, 0.4832], [1.1016, 0.6965, 0.0753], [0.3444, 0.3633, -0.0047], [1.3452, 0.6310, -0.0673], [0.0592, -0.0362, 0.1575], [-0.2973, 0.3814, -0.4912], [-0.5776, -0.1313, -0.4658], [-0.4580, 0.2266, -0.5053], [0.7756, 0.1742, -0.5165], [-1.0488, -1.1031, -0.0502], [-0.3923, 1.7503, -0.7296], [0.7520, -0.8971, 0.0444], [-0.4677, 0.8848, 1.3803], [0.5985, 0.9755, 0.2142], [-0.5025, 1.4603, 0.4040], [0.6683, -1.8648, 0.7337], [-0.8983, 0.0965, 0.1812], [0.0104, 0.5732, -0.1795], [-1.5227, -0.7980, 1.6127], [0.0969, 0.5079, 1.3171], [0.2712, -0.0642, -0.3586], [0.1129, 0.0094, -0.6608], [0.7894, -0.2287, 0.3857], [0.2443, -0.3725, -0.2207], [0.1839, -0.3186, -0.4304], [0.0617, 0.0072, -0.0424], [-0.0610, -0.7975, -1.0441], [-0.4967, -0.5895, 0.2524], [-0.6218, 0.2592, -0.0969], [0.0960, -0.7343, -0.7742], [0.8479, -0.2523, -0.3881], [-0.1219, -0.5466, 0.7024], [0.1272, 0.6729, -0.0576], [-0.3552, 0.6245, -0.8028], [0.4580, -0.3392, -0.0304], [-0.3296, 0.7847, 0.1812], [0.4487, 0.0691, -0.4854], [0.2482, -0.2799, -0.5394], [0.6660, 0.5575, -0.5262], [-1.0540, -1.9127, 0.4287], [-0.2420, -0.3071, -0.5332], [-0.8724, 0.6641, 0.2291], [-0.9827, 1.6802, -0.3331], [-0.1990, -0.3490, -1.2474], [1.2821, 0.3356, 1.2151], [1.1851, -1.1652, -0.2121], [0.1430, -0.0394, 0.0569], [-1.4290, 1.2851, 1.3184], [1.4372, -1.6322, 2.2534], [0.8196, -0.2044, -0.3349], [-0.3689, 0.4259, -0.1646], [0.6499, 0.8135, 0.3275], [0.8848, 0.0363, -0.1528], [-0.1215, 0.5829, -0.3403], [0.0356, -0.0040, 0.3668], [0.6498, -0.0619, 0.0196], [-0.1509, -1.2128, 0.2794], [-0.6110, 0.0965, 0.3786], [-0.7480, 0.1329, 0.3398], [0.1071, 0.1987, -0.8030], [0.1077, 0.0836, 0.3827], [0.0747, -0.6842, -0.3136], [-0.4779, 0.1502, -0.1950], [-0.4418, 0.6840, 0.3879], [0.4792, -0.1308, -0.2103], [0.0285, 0.0900, -0.2867], [-0.5371, 1.1617, -1.0458], [-0.1188, -0.0057, -0.8614], [0.2345, -0.8198, -0.9636], [0.0211, -1.5376, -0.5282], [1.5156, -0.1815, -0.4953], [-0.5739, 1.5114, 0.0549], [-0.1342, 0.2724, 0.3704], [1.8366, 0.1556, 0.2206], [-0.2311, 0.1659, 0.1802], [-1.3750, -0.0652, 0.2823], [-0.5767, 0.3158, -0.0620], [-2.3097, -1.8263, 0.8018], [0.5102, 0.5258, -1.2336], [1.0628, 0.4580, 0.0750], [0.0088, 1.1907, -1.0147], [0.1465, -0.2846, 0.7017], [1.0520, -0.6830, 0.1707], [-0.5377, -0.2204, 0.4576], [2.1130, 0.0428, 0.0744], [-0.8958, -1.9625, 0.3438], [-0.4076, -0.5374, -0.1096], [-0.0089, 1.9914, 0.1569], [-2.4163, 0.9934, -1.9532], [1.1632, 0.4266, 0.1721], [0.7874, -0.3569, 0.4268], [-0.7338, -0.8741, 0.4369], [1.1028, 0.0715, 1.9892], [-0.6425, 1.4692, 0.1209], [0.2701, -0.7708, -0.6417], [-1.9683, -1.3333, -0.5453], [0.2607, 1.2757, 0.1524], [0.6278, 0.6371, -0.6110], [0.9413, -1.0090, 0.0350], [-0.2178, 0.7131, -2.1632], [0.8093, 0.5235, -0.2692], [-0.6075, -1.5562, 1.5605], [0.0304, 0.1241, -0.0840], [0.2555, 1.1761, 0.8195], [-0.0324, -0.2332, 0.3690], [0.6645, -0.4907, 0.0567], [-0.2562, 0.3453, -0.0675], [-0.6703, -2.6025, -0.5281], [-1.2694, 1.5163, 0.7280], [1.6445, -0.1298, -0.3108], [-2.6128, 0.3845, 1.5921], [1.9578, -0.2665, -1.4250], [-0.1401, -0.3132, -0.3252], [0.3300, 0.8820, -0.0791], [-0.0576, 1.1592, -0.2214], [0.0208, 0.3948, 0.6440], [-0.1896, -0.3266, 0.4151], [0.4504, -1.3286, -1.1470], [0.7112, -1.2682, -1.0797], [-0.3471, 1.2244, 1.8556], [-0.9456, 0.3958, -0.5268], [0.0561, -0.0432, -0.5323], [1.1764, -0.5397, 0.2124], [-0.5666, -0.0969, 0.0608], [-0.0562, 0.1052, -0.7127], [-0.5312, 2.0833, 0.3295], [-0.2609, -0.9329, -0.2915], [-0.2479, -0.6242, -0.0378], [1.0218, -0.3130, 0.3541], [0.6861, -0.6807, -1.4690], [0.7658, 0.0042, 1.1926], [-0.1593, 0.3837, 0.6475], [-0.6181, 1.1106, 0.3997], [-2.8498, 0.8941, 1.0725], [1.0199, -1.9923, 0.0589], [-0.1167, -0.2705, -0.5959], [3.1610, 0.2447, -0.3899], [-1.2457, -0.0653, -2.4748], [-0.3917, -0.0504, 1.0648], [0.2878, 1.2559, 0.5085], [-0.4546, 0.6807, 0.1193], [0.2094, -0.5134, 0.2362], [-0.0396, -0.9923, -0.4061], [-0.2673, 0.1434, 0.1007]]
}